Entry 1:
Density functional theory data (ωB97M-V/def2-TZVPD) for a cluster of 3 separate species, C4H7NO in total in a non-equilibrium geometry.

```
13
Properties=species:S:1:pos:R:3:forces:R:3:lowdin_charge:R:1
O 2.3257 0.0842 0.7224 -0.1150 0.3517 -0.4140 -0.05
C 1.8291 0.8261 -0.0882 0.1754 -0.1922 0.2363 -0.18
C -0.4899 -1.2940 -0.7396 -0.1674 0.0832 0.0128 0.03
C -1.5399 -0.5921 -0.3170 0.1611 -0.1741 -0.0722 -0.18
C -1.6467 0.8210 -0.5585 -0.0376 0.9723 -0.1851 -0.25
N -1.7055 1.9648 -0.7348 0.0518 -1.1187 0.1621 0.15
H 0.5598 -0.0032 2.1510 -0.1169 -0.0075 0.0852 0.03
H 2.1914 0.8637 -1.1348 0.0230 0.0217 0.0960 0.09
H 0.9801 1.4934 0.1537 0.1151 -0.0755 0.0626 0.07
H -0.3906 -2.3496 -0.5124 -0.0759 0.1211 -0.0404 0.08
H 0.3091 -0.8351 -1.3129 -0.1607 -0.0877 0.0482 0.06
H -0.1686 0.0139 2.3074 0.0365 0.0320 0.0580 0.05
H -2.3438 -1.0478 0.2526 0.1105 0.0737 -0.0495 0.10
```
Forces are in eV/Å.

HOMO = -0.382 hartree
orbital gap = 10.60 eV
energy above the lowest of the compared OMol25 structures with the same formula, charge and spin = 81.21 kcal per mole
structure (SMILES) = C=CC#N.[H][H].C=O

Entry 2:
Density functional theory data (ωB97M-V/def2-TZVPD) for a cluster of 3 separate species, C3H12N2O2 in total in a non-equilibrium geometry.

```
19
Properties=species:S:1:pos:R:3:forces:R:3:lowdin_charge:R:1
C 0.9135 2.2632 -1.2562 0.8307 -0.3654 -0.2611 -0.11
C 0.2610 0.9200 -1.6571 0.4524 -0.2232 0.0889 -0.29
N -0.1952 0.8834 1.5430 -0.0737 0.8038 0.8497 0.11
C -0.6065 0.2224 0.4300 0.6673 -2.5227 0.1663 -0.32
N -0.0243 -0.1546 -0.6587 -1.0842 2.7638 -0.2131 -0.01
H 0.4555 3.0278 -1.8835 -0.2122 0.2653 0.4309 0.06
H 0.8101 2.4629 -0.1866 -0.2540 0.2592 -0.2891 0.04
H 1.9797 2.3627 -1.4979 -0.0360 -0.4544 0.2114 0.06
H -0.6827 1.2735 -2.0980 -0.1924 -0.7171 0.1944 0.09
H 0.7691 0.3982 -2.4585 0.3869 0.2740 -0.2195 0.09
H 0.7136 1.1995 1.8464 0.3670 0.0404 -1.1574 0.09
H -0.7744 0.8402 2.3630 -0.5629 -0.1235 -0.2368 0.09
H -1.5567 -0.2872 0.6346 -0.2088 0.0317 0.4939 0.11
H -3.5476 -4.1319 0.1925 -0.4490 0.8256 0.4541 0.02
H -4.4271 -4.7152 -0.9850 -0.8473 0.5271 -0.0926 0.02
O -3.6276 -4.7767 -0.4893 1.2964 -1.3597 -0.3660 -0.03
H 2.4133 -0.6050 2.1131 -0.3450 -0.0243 0.0687 0.01
H 3.8206 -0.8380 1.6993 0.2139 0.1364 0.1012 0.04
O 3.3057 -0.3452 2.3488 0.0509 -0.1371 -0.2237 -0.06
```
Forces are in eV/Å.

HOMO = -0.289 hartree
orbital gap = 8.46 eV
energy above the lowest of the compared OMol25 structures with the same formula, charge and spin = 67.21 kcal per mole
structure (SMILES) = CC/N=C\N.O.O

Entry 3:
Density functional theory data (ωB97M-V/def2-TZVPD) for an isolated molecule of C4H4N2O in a non-equilibrium geometry.

```
11
Properties=species:S:1:pos:R:3:forces:R:3:lowdin_charge:R:1
C 1.1619 0.5866 -0.2695 3.7931 2.9654 0.4786 -0.16
C 1.3886 -0.6631 0.0919 -2.9931 0.7127 -0.3745 -0.04
C -2.4626 -0.2195 -0.3245 0.0917 -2.0365 -3.0527 -0.24
C -1.0515 0.0849 0.1361 0.7335 -1.8425 1.9431 -0.16
N -0.0895 0.3992 -0.8277 -1.4454 0.0529 -1.5935 -0.06
N 0.0025 -1.0343 -0.4190 -0.6626 0.4728 0.5299 0.07
O -3.5004 0.0838 0.1684 0.0001 0.7667 1.1660 0.07
H 1.7966 1.5377 -0.3201 -1.2563 -1.4702 0.1368 0.13
H 2.1407 -1.2539 0.5063 0.7709 -0.9700 0.4819 0.07
H -2.5364 -0.9004 -1.2901 0.7316 1.1510 1.3860 0.15
H -0.9544 0.3036 1.2298 0.2366 0.1977 -1.1017 0.16
```
Forces are in eV/Å.

HOMO = -0.358 hartree
orbital gap = 9.89 eV
energy above the lowest of the compared OMol25 structures with the same formula, charge and spin = 126.10 kcal per mole
structure (SMILES) = O=CC1n2ccn21

Entry 4:
Density functional theory data (ωB97M-V/def2-TZVPD) for the ion C6H11N4 with charge +1.

```
21
Properties=species:S:1:pos:R:3:forces:R:3:lowdin_charge:R:1
N 1.2655 -2.2062 1.3528 -0.1711 0.3165 -0.1411 0.01
C 0.5654 -2.1395 0.0883 0.1225 -0.2690 0.0891 -0.25
C -0.7211 -1.2764 0.0169 -0.2503 0.1199 -0.0449 -0.11
C -0.4873 0.1396 -0.3741 0.0402 -0.2969 -0.1010 -0.15
C -0.5008 0.5391 -1.7173 0.2200 0.6712 -0.1628 0.06
C -0.2758 1.8587 -2.0214 -0.0667 -0.4443 0.1009 0.03
C -0.0365 2.7464 -0.9606 -0.0203 0.0264 -0.2918 -0.06
N -0.0078 2.3698 0.2856 -0.0741 -0.4298 0.2986 0.16
N -0.2321 1.0771 0.5340 0.0046 0.4911 0.1056 -0.11
N -0.2939 0.7391 1.8925 0.0528 0.1207 0.0425 0.15
H 1.9356 -1.4667 1.4982 0.0641 -0.0049 0.0298 0.06
H 0.6383 -2.2786 2.1409 0.0772 -0.0905 0.1036 0.08
H 1.2697 -1.8249 -0.6808 0.0360 0.0207 -0.0685 0.12
H 0.2629 -3.1494 -0.1858 -0.0557 -0.0464 0.0122 0.12
H -1.3698 -1.7015 -0.7471 -0.0218 -0.0197 -0.0789 0.13
H -1.2681 -1.3022 0.9575 0.0826 -0.0956 0.0830 0.12
H -0.6950 -0.1980 -2.4805 -0.0359 -0.0627 -0.0316 0.14
H -0.2841 2.2320 -3.0340 -0.0176 -0.0576 -0.0816 0.13
H 0.1386 3.7957 -1.1430 0.0175 0.0977 0.1161 0.13
H -0.5354 1.5942 2.3837 -0.0080 0.0383 0.0199 0.12
H 0.6319 0.4519 2.1940 0.0041 -0.0852 0.0009 0.11
```
Forces are in eV/Å.

HOMO = -0.477 hartree
orbital gap = 8.00 eV
energy above the lowest of the compared OMol25 structures with the same formula, charge and spin = 38.87 kcal per mole
net charge = +1
structure (SMILES) = NCCc1cccn[n+]1N